Computed, not measured: C12H17Cl2NReS as an isolated structure in a non-equilibrium geometry, with ωB97M-V/def2-TZVPD.

Geometry as XYZ:
```
34
C12H17Cl2NReS (ωB97M-V/def2-TZVPD)
Re 1.72787 -0.23472 -0.43854
Cl 0.72413 -2.31348 -0.80834
Cl 2.37549 1.89869 0.10124
C 3.50293 -0.89002 -0.36292
H 4.45790 -0.33189 -0.23466
H 3.75833 -1.93321 -0.65884
C -1.18776 1.02157 -1.43510
C 0.01569 0.62332 -1.86997
H -1.24498 1.56595 -0.48607
C 0.21761 -0.18910 -3.16831
H 0.84628 1.39761 -1.77641
C -1.01908 -0.12522 -4.09299
H 1.08649 0.18033 -3.73885
H 0.43041 -1.23954 -2.91424
C -2.34304 -0.17760 -3.35792
H -0.95907 0.80645 -4.66439
H -0.98980 -0.95939 -4.80147
C -2.44267 0.87032 -2.22786
H -3.16608 -0.02948 -4.07091
H -2.43709 -1.18062 -2.92505
H -2.69200 1.84836 -2.66726
H -3.32380 0.61665 -1.61408
S 1.86809 -1.02882 1.67363
C 0.94044 -0.42382 2.98417
N -0.20780 -1.11005 3.27604
C -0.99066 -0.76088 4.33921
C -0.60542 0.30555 5.12894
C 0.59701 0.97920 4.87422
C 1.38543 0.60330 3.79561
H -0.46062 -1.87893 2.65274
H -1.87413 -1.37028 4.49440
H -1.24778 0.60883 5.94993
H 0.92098 1.79112 5.51743
H 2.33672 1.05979 3.52661
```

The calculation puts the relative energy (zero: lowest compared OMol25 entry of this formula, charge and spin) at 27.4 kJ/mol. Its multiplicity is 4. As for the strongest force on any atom: 0.0694 Eh/bohr. The HOMO energy (alpha / beta) is -0.2022 / -0.2838 Ha. As for the expectation value of S²: 3.902. Its total energy is -1918.9407 a.u. Its orbital gap (alpha / beta) is 4.91 / 7.53 eV.

Computed, not measured: a 3-piece molecular cluster, C19H51BN9O7P2 overall in a non-equilibrium geometry, with ωB97M-V/def2-TZVPD.

Geometry as XYZ:
```
89
C19H51BN9O7P2 (ωB97M-V/def2-TZVPD)
C 5.32302 2.39515 -7.17008
O 4.18457 2.66623 -6.31963
B 3.97491 1.64146 -5.32961
O 4.13747 2.05610 -3.92279
N 3.66047 0.21383 -5.56712
C 2.27992 0.00578 -6.16265
C 2.10687 0.66754 -7.61217
N 1.50822 2.02771 -7.65080
C 1.08623 0.27479 -5.12270
C -0.39670 0.29257 -5.75572
C -1.06151 1.70439 -5.38118
N -1.25087 2.83407 -6.29729
O -1.42280 1.85635 -4.17271
C 2.23109 -1.60992 -6.43687
O 1.15556 -2.24031 -6.71347
O 3.40665 -2.34534 -6.35318
H 5.07789 1.70486 -8.05414
H 5.62041 3.40886 -7.64101
H 6.26110 2.04831 -6.59563
H 3.22833 2.31273 -3.64174
H 3.62931 -0.28351 -4.65684
H 1.49570 -0.03450 -8.28526
H 3.16412 0.70841 -8.07915
H 0.62632 2.00937 -8.17149
H 1.42297 2.47003 -6.73152
H 1.10554 -0.61000 -4.37846
H 1.19120 1.21714 -4.48670
H -1.02194 -0.50214 -5.19904
H -0.45370 0.01677 -6.85858
H -1.23911 2.55412 -7.28412
H -0.62318 3.62083 -6.09678
O 1.57238 2.82067 -0.58941
P 0.53447 2.79918 0.54739
N 1.00382 1.20573 1.02353
C 0.17676 0.11744 1.51724
C 2.35934 1.09244 1.56297
N -0.80381 2.69880 -0.53754
C -1.72577 1.58089 -0.61719
C -0.62524 3.25484 -1.88016
N -0.64083 2.86944 1.87917
C -1.55241 4.03801 1.78799
C 0.00449 3.01116 3.20490
H -0.23833 0.30059 2.51472
H 0.75020 -0.81284 1.58402
H -0.64005 -0.13273 0.84789
H 2.41529 1.43807 2.60164
H 3.07108 1.68633 0.98326
H 2.72796 0.06318 1.52634
H -1.26322 0.70907 -1.09010
H -2.61116 1.84580 -1.20587
H -2.12196 1.30853 0.36343
H -0.07483 2.56737 -2.52835
H -0.08917 4.20639 -1.84038
H -1.58810 3.46847 -2.35219
H -0.98989 4.97735 1.75252
H -2.23060 4.06827 2.64721
H -2.19969 3.99861 0.91225
H 0.69110 3.86383 3.22533
H 0.56382 2.12038 3.48955
H -0.74189 3.14464 3.99341
O -0.16922 -2.58238 4.43692
P -1.01800 -3.30816 5.49455
N -2.15711 -3.83134 4.30506
C -3.59965 -3.96678 4.41637
C -1.63626 -4.78390 3.32272
N -1.57834 -1.83492 6.20228
C -2.96241 -1.40127 6.22854
C -0.72022 -0.65710 6.07060
N -1.91386 -4.17496 6.76036
C -1.44947 -3.84341 8.13183
C -1.75779 -5.64533 6.66676
H -3.91428 -4.77799 5.08251
H -4.04941 -4.17221 3.43939
H -4.08829 -3.05234 4.73727
H -1.57198 -5.79800 3.73249
H -0.63427 -4.50422 2.98708
H -2.25501 -4.81942 2.42143
H -3.30027 -1.06857 5.24162
H -3.09704 -0.56492 6.92409
H -3.62642 -2.18021 6.60800
H -0.81972 -0.19495 5.08124
H 0.32771 -0.91715 6.23230
H -0.96648 0.09754 6.82533
H -0.37866 -4.04274 8.24628
H -1.99618 -4.42893 8.87796
H -1.62930 -2.80167 8.39615
H -0.70210 -5.93394 6.64797
H -2.23582 -6.05591 5.77805
H -2.24202 -6.14645 7.50963
```

As for the strongest force on any atom: 0.1756 Eh/bohr. The HOMO energy is -0.1439 Ha. Its total charge is -1. Its total energy is -2481.4832 a.u. Its orbital gap is 4.17 eV.

Computed, not measured: a 3-piece molecular cluster, C18H41BNO12P2 overall in a non-equilibrium geometry, with ωB97M-V/def2-TZVPD.

Geometry as XYZ:
```
75
C18H41BNO12P2 (ωB97M-V/def2-TZVPD)
C 0.72198 4.31551 -2.17893
C 1.63069 3.49382 -1.59967
C 1.51212 1.99212 -1.64884
O 0.19623 1.55849 -1.44978
B 0.05503 0.36757 -2.32028
C -1.45442 -0.05040 -2.73184
C -2.40185 1.13625 -2.93710
O -3.42367 1.21512 -1.89618
C -4.55798 0.55741 -2.11316
O -4.72892 -0.29709 -2.95511
C -5.65512 0.98100 -1.15329
C -6.54758 -0.20358 -0.78333
O 0.98642 0.62996 -3.46823
C 2.03251 1.41123 -3.03365
N 3.30610 0.70287 -2.82680
C 3.36462 -0.68525 -3.29220
C 3.14354 -1.75926 -2.19597
C 3.23307 -1.25236 -0.76111
H 0.97150 5.06278 -2.92672
H -0.32928 4.17425 -1.94277
H 2.49006 3.90049 -1.06342
H 2.18214 1.60035 -0.86590
H 0.51834 -0.63307 -1.71590
H -1.86869 -0.68854 -1.94779
H -1.42775 -0.62793 -3.65913
H -1.85737 2.07719 -2.87227
H -2.89867 1.11074 -3.90758
H -6.26266 1.70102 -1.70648
H -5.21660 1.45645 -0.27919
H -5.96045 -1.08615 -0.53240
H -7.21937 -0.46154 -1.59803
H -7.15533 0.04898 0.08753
H 2.15437 2.28824 -3.68382
H 4.03564 1.21367 -3.30176
H 2.71147 -0.86061 -4.14809
H 4.39069 -0.83630 -3.64361
H 2.21529 -2.30302 -2.36409
H 3.94937 -2.49435 -2.31493
H 2.30263 -0.76493 -0.47418
H 3.37580 -2.09276 -0.07660
H 4.06834 -0.56328 -0.62786
C -1.86501 -0.64840 1.40402
O -1.28013 -1.71327 0.63277
P -0.60220 -2.97869 1.31517
O 0.44468 -3.35012 0.35207
O -1.87564 -3.96177 1.36901
C -2.83459 -3.95941 0.31370
O -0.04110 -3.35313 2.75938
C 0.76386 -4.53841 2.80451
H -2.27769 0.06665 0.69506
H -2.66359 -1.02484 2.05112
H -1.10579 -0.16153 2.00792
H -2.34840 -3.93887 -0.66151
H -3.51088 -3.10950 0.40363
H -3.41255 -4.87594 0.41643
H 1.73683 -4.35807 2.35553
H 0.26629 -5.36059 2.29434
H 0.87794 -4.77408 3.86128
C 3.91816 0.05266 3.96319
O 3.48979 1.42532 3.94208
P 2.25688 1.89250 3.02368
O 2.51394 3.25492 2.55635
O 1.17091 1.84726 4.26509
C 1.49215 2.31110 5.56168
O 1.25025 1.09396 2.11294
C 0.25472 1.95919 1.48055
H 4.72094 -0.01928 4.69242
H 3.10240 -0.60917 4.26248
H 4.29583 -0.25340 2.98793
H 2.02631 3.26331 5.52759
H 2.08929 1.57709 6.10711
H 0.55014 2.44759 6.09230
H 0.69066 2.52482 0.66947
H -0.17687 2.62700 2.22386
H -0.49979 1.31001 1.06733
```

The calculation puts the relative energy (zero: lowest compared OMol25 entry of this formula, charge and spin) at 320.2 kJ/mol. As for the strongest force on any atom: 0.0975 Eh/bohr. The HOMO energy is -0.1515 Ha. Its total charge is -1. Its total energy is -2375.7676 a.u. Its orbital gap is 6.56 eV.

Computed, not measured: an isolated ion of composition C4H9N2 and charge +1 in a non-equilibrium geometry, with ωB97M-V/def2-TZVPD.

Geometry as XYZ:
```
15
C4H9N2 (ωB97M-V/def2-TZVPD)
C -0.21695 -0.99422 0.53191
C -0.02191 0.50088 -1.50010
C 0.00343 0.21905 -0.17734
C 0.22929 1.82847 -2.03737
N -0.66775 -2.12095 0.21838
N 0.19748 -0.89491 2.22438
H -0.36056 -0.24117 -2.24743
H 0.28097 1.02859 0.50821
H -0.50546 1.92420 -2.87540
H 1.26146 1.90234 -2.34122
H -0.13641 2.43536 -1.05498
H -0.65508 -2.94330 0.77765
H -0.36601 -0.17614 2.56131
H 1.19858 -0.79956 2.65289
H -0.24106 -1.66865 2.75909
```

The calculation puts the relative energy (zero: lowest compared OMol25 entry of this formula, charge and spin) at 296.9 kJ/mol. The structure (SMILES) is [H]/N=C([NH3+])/C=C/C. As for the strongest force on any atom: 0.0814 Eh/bohr. The HOMO energy is -0.5159 Ha. Its total charge is +1. Its total energy is -266.9862 a.u. Its orbital gap is 9.76 eV.